[1]
{"formula": "C23H40NO2P3Pt", "method": "ωB97M-V/def2-TZVPD", "symbols": ["P", "C", "H", "H", "H", "C", "H", "H", "H", "C", "H", "H", "H", "P", "C", "H", "H", "H", "C", "H", "H", "H", "C", "H", "H", "H", "P", "C", "H", "H", "H", "C", "H", "H", "H", "C", "H", "H", "H", "Pt", "C", "O", "C", "O", "C", "C", "C", "C", "C", "C", "H", "H", "H", "H", "H", "H", "C", "C", "C", "C", "N", "C", "C", "H", "H", "H", "H", "H", "H", "H"], "coordinates": [[3.60, -1.63, -0.27], [4.02, -1.53, 1.50], [4.85, -2.22, 1.63], [3.12, -1.85, 2.06], [4.25, -0.49, 1.74], [4.51, -3.01, -1.00], [4.51, -2.89, -2.09], [3.96, -3.92, -0.72], [5.51, -2.95, -0.57], [4.52, -0.20, -0.98], [5.51, -0.57, -1.28], [4.64, 0.58, -0.22], [4.04, 0.24, -1.86], [-1.57, 4.36, -0.44], [-1.06, 3.89, 1.40], [-2.02, 4.03, 2.06], [-0.24, 4.65, 1.59], [-0.65, 2.82, 1.42], [-0.66, 5.66, -1.38], [-0.72, 5.35, -2.44], [0.40, 5.64, -1.07], [-1.13, 6.67, -1.23], [-3.28, 4.11, -1.15], [-3.87, 5.07, -1.08], [-3.77, 3.25, -0.66], [-3.06, 3.83, -2.21], [-2.75, -2.17, 0.02], [-3.32, -2.65, 1.67], [-3.80, -3.65, 1.63], [-4.05, -1.91, 2.04], [-2.46, -2.69, 2.36], [-3.90, -2.69, -1.29], [-4.15, -3.75, -1.18], [-3.46, -2.53, -2.28], [-4.84, -2.11, -1.23], [-1.09, -2.81, -0.34], [-1.11, -3.92, -0.36], [-0.39, -2.49, 0.45], [-0.69, -2.46, -1.30], [0.06, 0.88, -2.79], [1.34, 1.31, -1.20], [2.14, 1.47, -0.36], [-2.68, -0.33, -0.11], [-2.69, 0.84, -0.21], [-1.27, 0.08, -4.26], [-0.68, -0.81, -3.24], [0.77, -1.02, -3.37], [1.56, 0.00, -3.93], [0.93, 1.25, -4.42], [-0.48, 1.04, -4.87], [-2.40, 0.13, -4.31], [-1.27, -1.49, -2.57], [1.28, -1.91, -2.93], [2.66, -0.11, -3.89], [1.57, 2.14, -4.56], [-0.98, 1.90, -5.46], [0.44, -1.83, 5.81], [0.14, -0.92, 4.64], [1.18, -0.32, 3.93], [0.88, 0.54, 2.86], [-0.38, 0.81, 2.48], [-1.38, 0.22, 3.15], [-1.17, -0.64, 4.24], [1.13, -2.63, 5.53], [0.90, -1.28, 6.64], [-0.48, -2.29, 6.19], [2.23, -0.48, 4.20], [1.68, 1.03, 2.31], [-2.40, 0.44, 2.82], [-2.03, -1.07, 4.76]], "lumo_energy_ev": [-11.31, -14.06], "homo_energy_ev": [-18.31, -19.01], "homo_lumo_gap_ev": [7.00, 4.95], "relative_energy_kcal_mol": 131.44, "total_charge": 4, "spin_multiplicity": 5}

---

[2]
{"formula": "C23H40O21", "method": "ωB97M-V/def2-TZVPD", "symbols": ["C", "C", "C", "O", "C", "O", "O", "H", "H", "H", "H", "H", "H", "C", "C", "O", "C", "O", "O", "C", "H", "H", "H", "H", "H", "H", "H", "H", "C", "O", "C", "O", "O", "C", "H", "H", "H", "H", "H", "H", "C", "O", "C", "O", "O", "C", "H", "H", "H", "H", "H", "H", "C", "O", "C", "O", "O", "C", "H", "H", "H", "H", "H", "H", "O", "C", "O", "C", "C", "O", "H", "H", "H", "H", "O", "C", "O", "C", "C", "O", "H", "H", "H", "H"], "coordinates": [[-4.98, -0.22, -2.80], [-3.80, 0.51, -2.22], [-2.60, 0.56, -3.14], [-2.45, 1.94, -3.39], [-3.42, 2.61, -2.79], [-3.58, 3.83, -2.99], [-4.09, 1.80, -1.90], [-4.73, -1.02, -3.49], [-5.51, 0.51, -3.41], [-5.69, -0.74, -2.16], [-3.53, 0.02, -1.28], [-2.65, 0.04, -4.09], [-1.67, 0.16, -2.73], [-0.76, 0.69, 2.14], [-0.06, -0.60, 2.13], [-0.65, -1.55, 1.30], [-0.62, -1.47, -0.04], [-0.12, -0.59, -0.73], [-1.10, -2.65, -0.51], [-1.12, -2.97, -1.90], [-0.50, 1.28, 3.02], [-1.85, 0.70, 2.18], [-0.46, 1.29, 1.29], [-0.11, -0.95, 3.16], [1.00, -0.44, 1.95], [-1.39, -3.96, -2.27], [-0.10, -2.93, -2.30], [-1.71, -2.20, -2.40], [-3.53, 2.85, 4.74], [-4.31, 1.67, 4.93], [-5.43, 1.66, 5.71], [-6.02, 2.56, 6.33], [-5.81, 0.42, 5.88], [-5.31, -0.81, 5.24], [-2.57, 2.42, 4.45], [-3.23, 3.42, 5.62], [-3.86, 3.47, 3.91], [-4.91, -1.37, 6.08], [-4.51, -0.56, 4.55], [-6.21, -1.25, 4.80], [4.67, 2.46, -1.00], [3.27, 2.48, -1.36], [2.80, 3.64, -1.98], [3.53, 4.56, -2.43], [1.47, 3.69, -2.08], [0.67, 2.48, -1.83], [4.90, 3.26, -0.29], [5.31, 2.37, -1.88], [4.77, 1.63, -0.30], [0.68, 1.78, -2.67], [-0.40, 2.70, -1.73], [0.96, 1.90, -0.96], [2.76, -1.86, 7.33], [3.34, -2.72, 6.39], [2.81, -2.82, 5.11], [1.88, -2.09, 4.58], [3.61, -3.70, 4.34], [3.57, -3.53, 2.95], [1.90, -2.33, 7.81], [2.40, -1.04, 6.71], [3.51, -1.45, 8.00], [3.20, -2.52, 2.76], [2.80, -4.18, 2.54], [4.52, -3.81, 2.51], [6.37, -1.44, -0.85], [5.17, -1.54, -1.18], [4.55, -0.73, -2.11], [3.16, -0.94, -2.08], [3.02, -2.24, -1.22], [4.23, -2.18, -0.51], [2.64, -0.08, -1.64], [2.81, -0.97, -3.11], [2.75, -3.13, -1.79], [2.32, -2.11, -0.39], [1.07, -1.47, -4.25], [0.93, -0.53, -5.06], [1.35, -0.53, -6.36], [0.98, 0.67, -7.04], [0.46, 1.50, -5.87], [0.28, 0.58, -4.80], [1.85, 1.24, -7.37], [0.23, 0.49, -7.80], [-0.38, 2.07, -6.27], [1.20, 2.28, -5.70]], "lumo_energy_ev": 0.11, "homo_energy_ev": -10.66, "homo_lumo_gap_ev": 10.77, "relative_energy_kcal_mol": 78.83, "spin_multiplicity": 1, "smiles": "C[C@H]1COC(=O)O1.CCOC(=O)OC.COC(=O)OC.COC(=O)OC.COC(=O)OC.O=C1OCCO1.O=C1OCCO1"}